This record from the OMol25 dataset describes a molecular structure, C33H36N2O6S2SbZr in a non-equilibrium geometry. The level of theory is wB97M-V/def2-TZVPD.

## Properties
**Net charge**: +1
**Orbital gap**: 7.851 eV
**Energy above the lowest of the compared OMol25 structures with the same formula, charge and spin**: 13.2 kcal/mol

```
81
Properties=species:S:1:pos:R:3:forces:R:3:mulliken_charge:R:1
Zr 1.6464 -0.3368 0.4368 0.2 0.9 -0.5 1.026
C -2.9403 1.6308 4.9849 0.0 0.0 0.0 -0.407
O -1.9490 0.8521 5.6385 0.0 0.0 0.0 -0.446
C -0.8348 0.5482 4.9431 0.0 -0.1 0.1 0.850
C 0.1438 -0.1740 5.6396 0.0 0.0 -0.1 -1.338
C 1.3075 -0.5225 4.9994 -0.2 0.1 0.1 -1.092
C 1.5503 -0.1807 3.6649 0.4 0.0 -0.1 0.341
C 2.8916 -0.5459 3.0517 -0.1 -0.3 -0.1 0.941
C 4.0977 -0.2385 3.9150 0.0 0.2 0.0 -1.563
O 3.0781 -0.0672 1.7739 0.0 -0.2 0.2 -0.689
C 0.5545 0.5222 2.9845 0.0 -0.2 0.0 0.697
O 0.6545 0.7986 1.6448 -0.4 -0.2 0.3 -0.364
C -0.6312 0.8858 3.6155 0.0 0.1 0.0 -0.071
H -3.7236 1.7939 5.7187 0.0 0.0 0.0 0.279
H -3.3499 1.1029 4.1206 0.0 0.0 0.0 -0.049
H -2.5293 2.5929 4.6689 0.0 0.0 0.0 0.347
H -0.0418 -0.4486 6.6678 0.0 0.0 0.0 0.481
H 2.0452 -1.0997 5.5412 0.0 0.0 0.0 0.337
H 4.0795 0.8239 4.1630 0.0 0.0 0.0 0.422
H 5.0023 -0.4655 3.3553 0.0 0.0 0.0 0.464
H 4.0990 -0.8056 4.8439 0.0 0.0 0.0 0.412
H -1.3724 1.4099 3.0292 0.0 0.0 0.0 0.425
C 2.0274 2.3703 -0.9558 0.1 -0.1 0.0 -0.296
C 2.8084 3.3538 -1.8620 0.0 0.0 0.0 -0.848
N 3.5282 2.6285 -2.9010 0.0 0.0 0.0 -0.104
C 2.5960 1.7868 -3.6405 0.0 0.0 0.0 -0.978
C 2.0090 0.6916 -2.7171 0.0 0.0 0.0 0.228
N 2.4210 0.9658 -1.3080 0.1 0.0 -0.1 0.594
C 3.9176 0.8517 -1.2343 0.0 0.0 0.1 -0.693
C 4.5505 1.7908 -2.2906 0.1 0.0 0.0 -0.899
H 0.9467 2.4507 -1.0936 0.0 0.0 0.0 0.165
H 2.2445 2.5353 0.1025 0.0 0.0 0.0 0.474
H 3.5303 3.9254 -1.2788 0.0 0.0 0.0 0.273
H 2.1240 4.0601 -2.3318 0.0 0.0 0.0 0.336
H 3.1142 1.3372 -4.4873 0.0 0.0 0.0 0.320
H 1.7992 2.4180 -4.0354 0.0 0.0 0.0 0.387
H 2.3756 -0.3043 -2.9748 0.0 0.0 0.0 0.507
H 0.9218 0.6828 -2.7654 0.0 0.0 0.0 -0.691
H 4.1848 -0.1934 -1.4053 0.0 0.0 0.0 0.548
H 4.2236 1.1145 -0.2200 0.0 0.0 0.0 0.510
H 5.0358 1.2141 -3.0780 0.0 0.0 0.0 0.261
H 5.3059 2.4260 -1.8288 0.0 0.0 0.0 0.360
O 2.6882 -2.2251 0.1503 -0.1 -0.2 0.1 -0.659
S 1.9771 -2.9179 1.3010 -0.1 0.1 -0.2 1.156
O 0.7410 -2.0254 1.3771 0.1 -0.2 0.2 -0.403
O 1.7403 -4.3016 1.1329 0.0 0.0 0.0 -0.563
S 3.0275 -2.5524 2.9885 0.0 0.1 0.0 -0.237
C -2.4637 2.2911 -4.9186 0.0 0.0 0.0 -0.519
C -2.2168 0.9346 -5.0658 0.0 0.0 0.0 -0.830
C -1.8760 0.1649 -3.9615 -0.1 0.1 0.0 -0.288
C -1.7803 0.7580 -2.7034 -0.1 0.0 -0.1 0.522
C -2.0166 2.1244 -2.5631 0.1 0.0 0.0 -0.585
C -2.3647 2.8861 -3.6695 0.0 0.1 0.0 -0.871
Sb -1.1563 -0.4200 -1.0735 0.2 -0.4 0.3 1.585
C -1.3754 -2.3891 -1.7998 0.1 0.0 -0.1 0.431
C -2.6216 -2.9855 -1.9784 -0.1 0.1 0.0 -0.314
C -2.7085 -4.2905 -2.4346 0.0 -0.1 0.0 -0.680
C -1.5535 -5.0118 -2.7101 0.0 0.0 0.0 -0.508
C -0.3084 -4.4294 -2.5319 0.0 0.0 0.0 -0.765
C -0.2236 -3.1195 -2.0799 0.1 0.0 0.0 -0.597
C -2.7240 -0.3936 0.3368 0.0 0.0 0.1 0.556
C -3.6541 0.6335 0.4429 0.0 0.0 -0.1 -0.580
C -4.6178 0.5929 1.4422 0.0 0.0 0.0 -0.422
C -4.6446 -0.4648 2.3399 0.0 0.0 0.0 -0.862
C -3.7080 -1.4855 2.2430 0.0 0.0 0.0 -0.499
C -2.7468 -1.4523 1.2433 0.0 0.1 0.1 -0.714
H -2.7361 2.8875 -5.7791 0.0 0.0 0.0 0.426
H -2.2973 0.4736 -6.0414 0.0 0.0 0.0 0.442
H -1.7001 -0.8980 -4.0795 0.0 0.0 0.0 0.438
H -1.9296 2.6044 -1.5937 0.0 0.0 0.0 0.430
H -2.5598 3.9445 -3.5567 0.0 0.0 0.0 0.432
H -3.5270 -2.4336 -1.7514 0.0 0.0 0.0 0.477
H -3.6785 -4.7501 -2.5696 0.0 0.0 0.0 0.410
H -1.6254 -6.0340 -3.0570 0.0 0.0 0.0 0.399
H 0.5916 -4.9954 -2.7308 0.0 0.0 0.0 0.444
H 0.7603 -2.6821 -1.9302 0.0 0.0 0.0 0.206
H -3.6543 1.4556 -0.2638 0.0 0.0 0.0 0.368
H -5.3525 1.3844 1.5130 0.0 0.0 0.0 0.434
H -5.3996 -0.4956 3.1145 0.0 0.0 0.0 0.417
H -3.7273 -2.3093 2.9441 0.0 0.0 0.0 0.451
H -2.0200 -2.2547 1.1784 0.0 0.0 0.0 0.412
```
Positions in Å, forces in eV/Å.



This record from the OMol25 dataset describes a molecular structure, H12O6Pt. The level of theory is wB97M-V/def2-TZVPD.

## Properties
**Net charge**: +2
**Orbital gap (alpha / beta)**: 10.643 / 10.152 eV
**Spin multiplicity**: 3
**⟨S²⟩**: 2.00
**Energy above the lowest of the compared OMol25 structures with the same formula, charge and spin**: 1.0 kcal/mol

```
19
Properties=species:S:1:pos:R:3:forces:R:3:mulliken_spin:R:1
Pt -29.9938 22.7529 -6.4887 0.4 -0.3 0.1 1.684
O -29.9900 20.5472 -7.0346 0.0 -0.2 0.1 0.051
H -29.7333 19.8299 -6.4416 0.0 0.0 0.0 0.000
H -30.3278 20.1249 -7.8351 0.0 0.1 -0.1 0.001
O -28.3096 22.2633 -4.9813 -0.2 -0.2 0.0 0.052
H -27.3914 22.5378 -4.8598 0.0 0.1 -0.1 0.002
H -28.4086 21.4300 -4.5051 0.1 0.0 0.1 -0.002
O -28.5166 22.9898 -8.1944 -0.1 0.3 -0.1 0.055
H -27.7103 22.5063 -8.4151 0.0 -0.1 0.1 0.002
H -28.4957 23.8104 -8.7022 0.0 0.0 0.0 -0.001
O -31.6715 23.1853 -7.9813 -0.1 0.1 0.0 0.052
H -32.3239 22.5730 -8.3438 0.0 -0.1 0.0 0.001
H -31.7969 24.0219 -8.4465 0.0 0.0 0.0 0.000
O -31.3982 22.3057 -4.7147 -0.1 -0.2 -0.2 0.048
H -31.4512 22.5777 -3.7893 0.2 0.2 0.0 0.002
H -32.1469 21.7182 -4.8746 -0.1 0.0 0.1 -0.001
O -29.9738 24.9381 -6.0514 -0.2 0.3 -0.1 0.053
H -30.8019 25.4146 -5.9093 0.0 0.0 0.1 0.000
H -29.2615 25.5338 -5.7843 0.1 -0.1 0.0 0.001
```
Positions in Å, forces in eV/Å.